# 1
ORCA calculation (ωB97M-V with the def2-TZVPD basis set) on a gas-phase ion, C13H24IN3P (charge +1).

Values from the calculation:
relative energy (zero: lowest compared OMol25 entry of this formula, charge and spin)	0.0	kJ/mol
SMILES string	CC[C@@H](I)c1[nH+]ncc(P(C)C)c1CCCCN
E_tot	-35723.0275	eV
LUMO	-0.1676	hartree
molar mass	380.2	Da

Structure (ORCA input):
```
! RIJCOSX wB97M-V def2-TZVPD def2/J DEFGRID3
* xyz 1 1
H 1.972 0.765 0.432
H 0.211 2.785 1.464
C 1.621 0.711 2.913
C -2.435 -0.310 -2.570
H -1.079 -3.005 -1.820
H 1.530 2.611 -0.832
H -2.418 -0.181 -1.490
H 0.616 0.824 3.312
H -3.170 0.370 -2.990
H -0.766 0.997 -3.092
C 0.104 -2.613 1.012
P 1.916 -0.966 2.253
I 1.879 -0.686 -3.752
C 0.853 1.787 -1.062
H -0.418 1.128 1.397
C -1.087 -0.029 -3.231
N -0.559 -2.540 -1.089
C 1.351 -1.984 3.668
C 0.822 -1.395 0.887
H 1.825 -2.957 3.652
H -2.097 2.323 2.389
H -0.738 3.155 -0.824
C -0.568 2.156 1.035
H -0.309 -1.970 -3.344
H 2.417 0.336 -1.173
H -1.236 -0.155 -4.302
H 0.117 -3.156 1.939
C -0.499 2.146 -0.480
C 0.779 -0.746 -0.358
C -0.019 -1.052 -2.839
N -1.876 2.669 1.464
H 1.839 1.506 2.211
N -0.592 -3.168 0.071
H 0.267 -2.071 3.694
H -2.773 -1.319 -2.802
H 0.820 1.741 -2.148
H 2.323 0.802 3.739
C 0.086 -1.402 -1.373
C 1.554 0.524 -0.535
H -1.306 1.511 -0.845
H -2.598 2.287 0.863
H 1.638 -1.431 4.556
*
```



# 2
ORCA calculation (ωB97M-V with the def2-TZVPD basis set) on 2 unconnected molecules or ions with the total composition C13H24N2O3P.

Values from the calculation:
E_tot	-32269.9349	eV
LUMO	-0.1875	hartree
molar mass	287.3	Da

Structure (ORCA input):
```
! RIJCOSX wB97M-V def2-TZVPD def2/J DEFGRID3
* xyz 1 1
H 0.585 -2.036 -1.570
H 1.915 -2.370 -6.454
H 0.948 -0.621 1.411
C -1.456 2.476 2.938
H -2.180 3.279 2.772
C -3.681 -0.496 3.645
H -2.960 0.522 1.931
C 0.592 -1.125 -2.175
H -4.586 -0.849 3.145
H -0.801 -0.377 1.250
C 3.353 -0.206 -4.371
C 3.175 -0.926 -5.494
C 1.462 -1.130 -3.376
C 2.087 -1.796 -5.550
C -2.030 -1.854 4.702
O -2.706 -1.525 3.500
H -2.738 -2.046 5.513
C -0.159 -0.002 -1.817
H -1.429 0.692 3.889
C -0.791 2.131 1.607
H 4.878 1.514 -5.548
H 0.375 -2.564 -4.490
N 2.508 -0.311 -3.329
H -1.459 -2.764 4.523
H -1.334 -1.065 5.004
C 1.231 -1.905 -4.488
C 0.087 -0.088 1.820
H -0.014 -0.395 2.862
N -2.117 1.401 3.673
H -3.930 -0.321 4.695
H 3.835 -0.861 -6.349
O 0.357 1.300 1.717
H 0.211 0.607 -0.988
H -1.498 1.719 0.875
H -0.429 3.069 1.178
H -1.078 0.242 -2.354
H -0.684 2.878 3.598
H 4.325 1.950 -3.306
O 5.998 0.355 -3.746
H 2.661 0.245 -2.491
H -4.067 1.484 2.930
C -3.230 0.781 2.963
P 4.771 0.987 -4.244
*
```



# 3
ORCA calculation (ωB97M-V with the def2-TZVPD basis set) on a molecular structure, C13H24N7PtS.

Values from the calculation:
E_tot	-38372.1520	eV
LUMO (alpha / beta)	-0.1355 / -0.1337	hartree
molar mass	505.5	Da

Structure (ORCA input):
```
! RIJCOSX wB97M-V def2-TZVPD def2/J DEFGRID3
* xyz 1 1
C -3.176 -1.197 1.312
H 0.749 1.191 -3.448
H -2.753 -4.273 1.750
H -0.789 -4.140 0.558
H 2.270 -4.101 -1.126
Pt -0.559 -0.267 0.237
H 2.083 3.533 -3.482
C 0.671 -3.118 -0.412
H 4.405 1.108 0.566
H -5.024 -2.039 2.080
C -4.111 1.219 2.125
C 4.183 2.061 0.073
S 1.210 -1.610 -0.719
H -4.209 -3.648 0.942
H -2.903 -4.287 -0.031
C 2.234 2.473 1.471
N -0.557 -3.273 0.095
H -0.958 1.371 0.566
H 4.728 2.856 0.593
C 2.631 3.240 -2.580
H 2.243 1.513 1.998
C 1.942 1.672 -0.803
H -4.449 2.202 2.433
C -2.873 1.055 1.524
N 2.745 2.330 0.105
H 2.846 3.183 2.037
H 0.915 -5.107 -0.827
H 4.576 2.012 -0.946
N 1.391 -4.237 -0.640
H -5.871 0.178 2.800
H 2.439 4.014 -1.829
H 2.406 1.153 -4.086
C -3.122 -3.721 0.880
N -1.235 -2.116 0.401
C -4.898 0.089 2.324
H 0.474 0.538 -1.199
H 1.912 -0.033 -2.881
H 3.699 3.240 -2.817
N 0.988 0.898 -0.400
H -2.214 1.901 1.347
N -2.392 -0.138 1.120
C 1.796 1.012 -3.186
H 1.211 2.865 1.464
C -4.424 -1.154 1.913
N 2.218 1.914 -2.127
C -2.450 -2.364 0.828
*
```



# 4
ORCA calculation (ωB97M-V with the def2-TZVPD basis set) on 3 unconnected molecules or ions with the total composition C13H24NO12P.

Values from the calculation:
SMILES string	NCCO[C@H](CC(=O)O)P(=O)(O)O.C[C@@H]1COC(=O)O1.C[C@@H]1COC(=O)O1
E_tot	-49222.2201	eV
LUMO	0.0184	hartree
molar mass	417.3	Da

Structure (ORCA input):
```
! RIJCOSX wB97M-V def2-TZVPD def2/J DEFGRID3
* xyz 0 1
H -4.592 -0.948 -1.408
H -2.622 -4.993 -4.430
H 4.950 3.004 4.866
H 1.868 1.944 1.593
C 3.208 2.267 5.905
C -0.666 1.069 -1.427
O -0.973 -0.674 -4.093
C 2.333 3.177 4.046
O -1.123 -2.847 -4.654
H 0.327 -4.236 -4.214
H -2.920 0.483 -2.372
H -3.026 -1.696 -0.974
H -0.257 -4.213 -1.867
O -2.150 3.437 -1.720
H 4.226 0.077 4.397
O 1.553 3.689 3.314
H -0.761 0.799 -2.480
H -1.372 -6.114 -3.850
O 2.276 3.231 5.396
C -1.560 -5.237 -4.469
O 3.398 2.449 3.640
H -1.320 -5.486 -5.502
C 0.930 0.711 0.517
C 4.932 0.862 4.666
H 3.627 2.604 6.849
C 0.703 0.583 -0.971
H -1.960 -3.833 -2.213
O -1.669 0.378 -0.698
C -3.685 -0.851 -0.820
C -0.917 -1.824 -3.799
C -0.731 -4.070 -3.996
C 4.226 2.189 4.790
O 0.379 3.510 -2.034
H 0.754 -0.473 -1.214
C -0.928 -3.694 -2.545
O -0.584 3.226 0.277
O 0.211 0.227 1.377
P -0.711 2.887 -1.283
H 5.690 0.901 3.884
H -4.332 0.109 0.860
H -2.710 2.768 -2.119
N -4.018 -0.819 0.607
H -3.508 1.259 -0.894
H 1.478 1.120 -1.499
O -0.639 -2.287 -2.559
H -3.151 -0.949 1.111
H 5.419 0.600 5.606
C -2.955 0.395 -1.284
O 2.061 1.394 0.821
H 2.682 1.321 6.057
H -1.157 2.625 0.775
*
```



# 5
ORCA calculation (ωB97M-V with the def2-TZVPD basis set) on a molecular structure, C13H24O7P2PdSbSeTe.

Values from the calculation:
relative energy (zero: lowest compared OMol25 entry of this formula, charge and spin)	283.8	kJ/mol
E_tot	-129435.3969	eV
LUMO (alpha / beta)	-0.1992 / -0.1968	hartree
molar mass	789.0	Da

Structure (ORCA input):
```
! RIJCOSX wB97M-V def2-TZVPD def2/J DEFGRID3
* xyz 1 1
H -1.047 -0.808 3.300
Te -2.083 0.039 1.018
O 2.591 2.545 0.988
C -3.225 -0.894 3.508
C 4.353 -0.046 0.371
H 2.700 4.368 -1.440
Sb 2.688 -1.010 1.196
H -5.179 -1.507 6.205
C -5.598 -2.163 4.204
C -3.662 -0.887 4.830
H 3.931 -1.704 3.421
Se -0.343 -2.381 0.417
C 3.083 -2.978 0.573
C 1.156 2.847 -1.370
H 4.109 -3.244 0.827
H -3.023 -2.498 0.833
C -4.841 -1.521 5.177
H -3.076 -0.377 5.586
H 2.179 -1.646 3.733
H 3.307 2.711 -1.689
H -5.765 -2.662 2.126
C -3.495 -1.555 1.102
H 4.481 0.954 0.770
C -1.938 -0.211 3.112
H -6.526 -2.651 4.472
Pd 0.412 -0.227 0.318
H -0.227 3.617 -2.558
O 0.079 3.758 -1.653
C -3.983 -1.538 2.533
H 2.409 3.530 -2.970
H 0.813 0.872 -4.234
P 0.772 1.176 -2.065
O 0.887 1.597 -3.604
C 2.485 3.399 -1.892
C -5.173 -2.168 2.887
H 5.213 -0.667 0.624
H 3.123 -0.140 3.698
C 3.016 -1.132 3.265
O -0.628 0.789 -1.695
H 2.393 -3.661 1.064
O 0.110 2.017 1.072
O 1.058 4.435 0.805
H -1.816 0.766 3.574
H 2.945 -3.032 -0.505
H 4.209 -0.004 -0.705
H -4.280 -1.340 0.380
H 3.107 3.308 1.274
H 0.287 4.882 0.426
O 1.850 0.203 -1.642
P 1.140 2.897 0.452
*
```



# 6
ORCA calculation (ωB97M-V with the def2-TZVPD basis set) on a molecular structure, C13H25BBeBr2FLiN2O12PSi2.

Values from the calculation:
E_tot	-210553.0052	eV
LUMO	-0.0786	hartree
molar mass	694.1	Da

Structure (ORCA input):
```
! RIJCOSX wB97M-V def2-TZVPD def2/J DEFGRID3
* xyz -1 1
C 6.829 -2.507 4.657
O -2.070 -0.950 -0.932
H 7.433 -2.516 5.588
H 5.326 -1.439 1.110
C 1.607 -0.943 0.665
Li -2.017 -1.312 -7.479
O 0.163 -2.546 2.863
H 0.966 4.973 2.928
N -2.440 -1.489 -4.657
H -3.030 1.166 -7.255
C 0.382 5.471 3.708
H -1.492 5.202 4.761
B -0.892 0.185 2.404
P -1.470 -2.208 0.114
N -2.240 -0.086 3.042
C 3.030 0.040 -1.454
O -2.728 -2.981 1.006
C -4.931 1.594 -8.250
C 4.380 -1.072 0.560
H -1.376 -0.687 -1.589
C -0.678 4.616 4.323
H 2.052 -4.048 1.932
H -2.114 -0.988 3.541
H -5.317 2.432 -8.857
C -3.758 -1.560 -3.974
H 0.564 1.469 2.695
O 7.152 -1.611 3.738
Si 0.609 -4.107 2.235
Br 0.281 -5.642 3.893
H -3.659 -1.051 -3.014
C 4.406 -0.380 -0.830
H 6.877 -3.573 4.363
O -1.497 -1.994 -4.090
O 0.030 3.948 5.358
C 1.649 -0.219 -0.747
H 5.417 -0.222 -1.327
H -2.448 0.610 3.773
H 5.800 -2.453 5.077
Si -0.005 -1.359 1.598
H -4.504 -1.068 -4.597
O -2.398 -0.920 -5.753
O 1.220 5.783 4.802
F -0.141 6.624 3.224
H 3.081 0.535 -2.495
H -4.000 -2.614 -3.839
Be -3.488 -0.179 0.375
Br 3.749 -3.093 3.344
H 3.048 -1.886 2.308
O -5.606 1.281 -7.157
H -0.069 -4.480 0.995
H -1.101 3.903 3.613
H -2.379 -3.145 1.919
O -0.383 1.538 2.437
H 0.691 0.088 -1.282
C 3.018 -1.329 1.260
O 1.865 4.508 6.557
H -3.526 2.792 -7.063
C -3.417 2.018 -7.842
O -2.744 2.351 -8.928
C 1.108 4.727 5.658
H -4.816 0.802 -9.014
*
```



# 7
ORCA calculation (ωB97M-V with the def2-TZVPD basis set) on a molecular structure, C13H25BF2IrN6O2PS2.

Values from the calculation:
relative energy (zero: lowest compared OMol25 entry of this formula, charge and spin)	81.6	kJ/mol
E_tot	-66832.5172	eV
LUMO (alpha / beta)	-0.0999 / -0.1831	hartree
molar mass	633.5	Da
expectation value of S²	0.773

Structure (ORCA input):
```
! RIJCOSX wB97M-V def2-TZVPD def2/J DEFGRID3
* xyz 1 2
H 1.077 4.874 -0.620
P 0.421 3.014 0.721
F 0.076 -1.361 1.904
N 0.109 0.974 -2.827
C 4.427 -2.607 -1.162
H -1.668 4.065 0.140
C -4.314 -0.924 -0.483
H 0.290 1.596 2.633
C -3.021 -0.585 -0.705
H -0.369 1.869 -2.837
Ir -0.308 0.016 -0.795
H 1.377 5.182 1.103
C -1.243 3.599 1.029
S -2.360 1.014 -0.682
C 1.433 4.435 0.312
C -2.929 0.238 3.183
H 1.986 2.036 2.269
B 0.559 -0.554 0.989
O 0.549 2.020 -0.436
C -5.248 0.098 -0.131
H -4.850 0.646 3.841
F 1.817 -0.147 1.176
H -1.721 -0.790 4.424
H 3.476 -4.985 -2.203
H -1.207 4.332 1.836
S -1.710 -1.712 -0.915
H 3.930 -1.557 -3.674
C 0.962 2.397 2.314
H 1.815 -4.471 -2.526
H 5.229 -3.283 -1.457
N -5.041 -3.397 -0.493
H 1.103 1.144 -2.931
N 1.297 -1.249 -1.327
N -2.535 -0.199 4.418
C 3.218 -2.860 -2.074
O -2.175 0.184 2.213
H -0.225 0.434 -3.619
C 2.146 -1.937 -1.666
C 3.567 -2.576 -3.541
H 4.358 -3.262 -3.845
H -1.866 2.757 1.334
H 4.181 -2.799 -0.118
H -4.528 1.016 2.200
C -4.733 -2.290 -0.495
H -3.200 -0.330 5.159
H 0.891 3.205 3.043
H 2.467 4.118 0.185
H 4.787 -1.583 -1.256
N -4.170 0.796 3.116
H 2.708 -2.737 -4.192
H 2.431 -4.497 -0.864
C 2.690 -4.292 -1.902
N -5.959 0.925 0.235
*
```



# 8
ORCA calculation (ωB97M-V with the def2-TZVPD basis set) on a molecular structure, C13H25Cl2INOP2Tc.

Values from the calculation:
E_tot	-71315.2186	eV
LUMO (alpha / beta)	-0.3919 / -0.5135	hartree
molar mass	569.1	Da
expectation value of S²	3.790

Structure (ORCA input):
```
! RIJCOSX wB97M-V def2-TZVPD def2/J DEFGRID3
* xyz 3 4
H 2.363 -1.123 -2.315
H -0.496 3.537 2.429
H -3.122 2.154 0.847
C 3.175 1.437 -0.220
H 0.195 3.422 0.762
C 2.252 -0.308 0.951
C -0.484 0.293 2.758
N 2.113 0.689 0.079
H 0.713 -3.510 -1.433
Cl 0.604 2.445 -1.869
H 1.412 -1.637 -3.739
C 1.436 -0.953 -2.877
Tc -0.662 0.823 -0.895
C -2.665 1.639 1.695
C -4.696 -0.773 -0.792
H -2.755 2.218 2.626
C -3.448 -0.990 -0.224
H -4.654 -0.854 -1.891
P -0.902 1.349 1.301
I -2.517 1.860 -2.342
C 4.598 0.162 1.275
H -0.923 -2.756 -3.313
H 0.601 0.142 2.834
H -5.059 0.246 -0.579
C 0.020 2.890 1.704
H 5.270 1.855 0.068
H -2.008 -2.467 -1.921
H -5.413 -1.514 -0.390
H -1.878 -1.215 -3.179
C 0.595 -2.648 -0.750
Cl 3.531 -1.919 2.685
H 1.424 0.091 -3.208
H 2.998 2.244 -0.944
H -0.977 -0.683 2.635
O -2.507 -1.346 0.354
C 3.485 -0.612 1.581
C -1.329 -1.988 -2.637
H 1.351 -0.876 1.149
H 0.993 2.598 2.117
H -0.859 0.777 3.679
H 1.548 -2.442 -0.245
C 4.438 1.210 0.353
P 0.028 -1.179 -1.715
H -3.162 0.670 1.829
H 5.543 -0.074 1.760
H -0.170 -2.886 0.005
*
```



Q: What is the formula in the fifth record?
A: C13H24O7P2PdSbSeTe



Copy entry 4 word for word.
ORCA calculation (ωB97M-V with the def2-TZVPD basis set) on 3 unconnected molecules or ions with the total composition C13H24NO12P.

Values from the calculation:
SMILES string	NCCO[C@H](CC(=O)O)P(=O)(O)O.C[C@@H]1COC(=O)O1.C[C@@H]1COC(=O)O1
E_tot	-49222.2201	eV
LUMO	0.0184	hartree
molar mass	417.3	Da

Structure (ORCA input):
```
! RIJCOSX wB97M-V def2-TZVPD def2/J DEFGRID3
* xyz 0 1
H -4.592 -0.948 -1.408
H -2.622 -4.993 -4.430
H 4.950 3.004 4.866
H 1.868 1.944 1.593
C 3.208 2.267 5.905
C -0.666 1.069 -1.427
O -0.973 -0.674 -4.093
C 2.333 3.177 4.046
O -1.123 -2.847 -4.654
H 0.327 -4.236 -4.214
H -2.920 0.483 -2.372
H -3.026 -1.696 -0.974
H -0.257 -4.213 -1.867
O -2.150 3.437 -1.720
H 4.226 0.077 4.397
O 1.553 3.689 3.314
H -0.761 0.799 -2.480
H -1.372 -6.114 -3.850
O 2.276 3.231 5.396
C -1.560 -5.237 -4.469
O 3.398 2.449 3.640
H -1.320 -5.486 -5.502
C 0.930 0.711 0.517
C 4.932 0.862 4.666
H 3.627 2.604 6.849
C 0.703 0.583 -0.971
H -1.960 -3.833 -2.213
O -1.669 0.378 -0.698
C -3.685 -0.851 -0.820
C -0.917 -1.824 -3.799
C -0.731 -4.070 -3.996
C 4.226 2.189 4.790
O 0.379 3.510 -2.034
H 0.754 -0.473 -1.214
C -0.928 -3.694 -2.545
O -0.584 3.226 0.277
O 0.211 0.227 1.377
P -0.711 2.887 -1.283
H 5.690 0.901 3.884
H -4.332 0.109 0.860
H -2.710 2.768 -2.119
N -4.018 -0.819 0.607
H -3.508 1.259 -0.894
H 1.478 1.120 -1.499
O -0.639 -2.287 -2.559
H -3.151 -0.949 1.111
H 5.419 0.600 5.606
C -2.955 0.395 -1.284
O 2.061 1.394 0.821
H 2.682 1.321 6.057
H -1.157 2.625 0.775
*
```



Q: Look up the molar mass of the seventh one.
A: 633.5 Da